DFT (the ωB97M-V functional and the def2-TZVPD basis) results for a cluster of 3 separate species, C5H17N2O2 in total.

Calculated values
Total charge: +1
Spin multiplicity: 1
Frontier orbital gap in eV: 11.13

Last column: Mulliken charge in e.
Element x y z (Å)
C 2.03 -0.18 -1.64  -1.5341
C 0.95 0.02 -0.60  0.4864
C 0.73 1.48 -0.25  -0.9359
C -0.21 1.70 0.94  -0.6387
C -2.55 1.85 1.05  -0.3836
N -1.55 1.24 0.60  -0.3325
N -0.35 -0.53 -1.10  -0.1369
H 2.31 -1.23 -1.78  0.3998
H 2.95 0.32 -1.35  0.3793
H 1.75 0.19 -2.63  0.3796
H 1.21 -0.55 0.30  0.1604
H 1.67 1.99 -0.09  0.4357
H 0.30 1.99 -1.13  0.3238
H 0.16 1.10 1.77  0.2886
H -0.16 2.74 1.26  0.4674
H -3.54 1.48 0.78  0.2664
H -2.51 2.72 1.70  0.2586
H -1.11 -0.17 -0.47  0.4248
H -0.36 -1.56 -1.14  0.3678
H -0.59 -0.16 -2.01  0.3886
H 1.06 -1.59 3.00  0.2786
H 2.22 -0.60 3.02  0.2953
O 1.42 -0.84 2.52  -0.5838
H -1.73 -3.72 -1.27  0.2985
H -0.42 -3.97 -2.05  0.3067
O -0.85 -3.34 -1.45  -0.6607

DFT (the ωB97M-V functional and the def2-TZVPD basis) results for the ion C3H7BrN with charge +1.

Calculated values
Total charge: +1
Spin multiplicity: 1
Frontier orbital gap (alpha / beta) in eV: 7.01 / 7.95

Last column: Mulliken charge in e.
Element x y z (Å)
C 3.16 -0.18 -0.69  -0.3717
C 2.08 -0.84 -0.53  -0.3252
C -1.51 1.05 0.28  -0.4822
N -2.65 0.09 0.55  -0.3462
Br 0.07 0.30 -0.62  0.1523
H 4.06 -0.71 -0.72  0.2826
H 3.07 0.85 -0.88  0.2419
H 1.87 -1.84 -0.54  0.4000
H -1.30 1.53 1.25  0.3398
H -3.44 0.71 0.90  0.3962
H -3.01 -0.37 -0.26  0.3420
H -2.38 -0.60 1.26  0.3707

DFT (the ωB97M-V functional and the def2-TZVPD basis) results for a cluster of 2 separate species, C8H17FN2O in total.

Calculated values
Spin multiplicity: 1
Frontier orbital gap in eV: 8.90

Last column: Mulliken charge in e.
Element x y z (Å)
C -1.53 -1.24 -0.24  -0.6100
C -1.03 0.94 -1.23  -1.0836
C -2.65 -0.47 0.56  -0.6615
C -2.16 1.59 -0.28  -0.6153
C 1.34 -1.88 -0.68  -1.9084
C 3.00 0.15 0.40  -1.0566
C 1.04 1.58 0.66  -1.0676
C 0.86 -0.51 -0.42  1.0553
N -0.44 -0.24 -0.63  0.2460
N 1.65 0.48 -0.02  0.0422
O -3.27 0.60 -0.13  -0.3990
F 0.33 -1.49 2.01  -0.7977
H -0.91 -1.89 0.38  0.5231
H -1.99 -1.79 -1.16  0.1952
H -1.65 0.68 -2.13  0.4271
H -0.34 1.71 -1.47  0.5916
H -3.37 -1.20 0.88  0.4559
H -2.13 -0.21 1.59  0.2728
H -1.65 1.86 0.58  0.4662
H -2.62 2.34 -0.88  0.4003
H 2.24 -1.89 -1.29  0.4985
H 0.61 -2.56 -1.07  0.3652
H 1.71 -2.15 0.26  0.5537
H 3.49 -0.37 -0.33  0.4237
H 3.71 1.09 0.64  0.3174
H 3.08 -0.57 1.33  0.3466
H 0.49 2.15 -0.04  0.2279
H 0.40 1.16 1.45  0.3111
H 1.77 2.13 1.25  0.4800

DFT (the ωB97M-V functional and the def2-TZVPD basis) results for the ion C8H7N3O3 with charge -2.

Calculated values
Total charge: -2
Spin multiplicity: 1
Structure (SMILES): Nc1ccc(O)c(/C=N/[O-])c1/C=N/[O-]
Frontier orbital gap in eV: 4.53

Last column: Mulliken charge in e.
Element x y z (Å)
N 1.71 -2.31 0.51  -0.6339
C 1.28 -0.92 0.29  0.1654
C 2.25 -0.02 0.25  -0.3735
C 1.97 1.34 -0.04  -0.8960
C 0.64 1.68 -0.12  0.5817
O 0.35 3.04 -0.31  -0.6420
C -0.39 0.75 -0.15  1.1127
C -1.78 1.24 -0.17  -1.4295
N -2.79 0.69 0.39  -0.2500
O -3.95 1.25 0.22  -0.6861
C -0.06 -0.61 0.11  0.3237
C -1.05 -1.71 -0.05  -0.6499
N -2.28 -1.49 -0.44  -0.0591
O -3.13 -2.45 -0.84  -0.7270
H 2.12 -2.19 1.45  0.2905
H 2.42 -2.47 -0.22  0.2997
H 3.28 -0.35 0.50  0.2563
H 2.72 2.18 -0.11  0.2611
H -0.66 3.06 -0.34  0.3558
H -1.99 1.99 -1.01  0.2129
H -0.68 -2.70 0.09  0.4872

DFT (the ωB97M-V functional and the def2-TZVPD basis) results for the molecule C17H19NOS2.

Calculated values
Spin multiplicity: 1
Structure (SMILES): O=C(CSc1ccccc1)NCCSCc1ccccc1
Frontier orbital gap in eV: 8.18

Last column: Mulliken charge in e.
Element x y z (Å)
O 1.18 -3.44 -0.95  -0.5310
C 0.85 -2.39 -0.64  0.1335
C -0.67 -2.18 -0.20  -0.5149
S -1.60 -0.90 -1.06  -0.0986
C -2.88 -0.41 -0.13  0.9207
C -3.51 0.94 -0.61  -1.0647
C -4.65 1.27 0.02  -0.5463
C -5.09 0.60 1.23  -0.2386
C -4.54 -0.76 1.54  -1.0835
C -3.46 -1.18 0.86  -0.6516
N 1.58 -1.16 -0.58  0.2801
C 2.84 -1.36 -1.02  -1.2205
C 3.65 -1.42 0.42  -0.4651
S 3.15 -0.24 1.67  -0.1053
C 3.42 1.37 1.03  -1.7449
C 2.13 2.04 0.27  0.5417
C 0.81 1.84 0.71  -0.1924
C -0.17 1.95 -0.02  0.2352
C -0.03 2.70 -1.17  -0.5335
C 1.20 2.69 -1.90  -1.5780
C 2.25 2.29 -0.92  -0.0021
H -1.28 -3.32 -0.34  0.2788
H -0.73 -1.74 0.83  0.3438
H -3.24 1.51 -1.30  0.7283
H -5.09 2.27 -0.13  0.2715
H -5.97 0.95 2.03  0.1880
H -4.88 -1.21 2.21  0.8373
H -2.95 -1.86 1.17  0.6901
H 1.05 -0.44 -0.20  0.1461
H 2.96 -0.19 -1.20  0.1726
H 3.03 -1.84 -1.79  0.8630
H 3.54 -2.47 0.94  0.3336
H 4.72 -1.09 0.01  0.3398
H 4.18 1.52 0.61  1.0938
H 3.51 2.17 1.97  0.3073
H 0.77 1.37 1.73  0.2264
H -1.21 2.11 0.65  0.1724
H -0.82 3.01 -1.84  0.2978
H 1.29 3.02 -2.70  1.0040
H 3.34 2.24 -1.44  0.1655

DFT (the ωB97M-V functional and the def2-TZVPD basis) results for the molecule C4H7NO.

Calculated values
Spin multiplicity: 1
Structure (SMILES): [H]/N=C1/CCCO1
Frontier orbital gap in eV: 11.05

Last column: Mulliken charge in e.
Element x y z (Å)
H 2.54 1.16 0.17  0.2889
N 2.22 0.34 0.70  -0.6968
C 1.11 0.04 0.19  0.4425
C 0.09 -1.00 0.64  -0.3399
C -1.08 -0.57 -0.26  -0.4522
C -0.76 0.94 -0.53  -0.4534
O 0.61 0.76 -0.88  -0.4176
H 0.48 -2.01 0.50  0.2608
H -0.16 -0.92 1.71  0.2390
H -2.09 -0.81 0.07  0.3783
H -0.92 -1.09 -1.23  0.2222
H -0.71 1.74 0.26  0.2632
H -1.34 1.41 -1.33  0.2651

DFT (the ωB97M-V functional and the def2-TZVPD basis) results for a structure of composition C6H18CrN4O4S.

Calculated values
Expectation value of S²: 3.780
Total charge: +1
Spin multiplicity: 4
Frontier orbital gap (alpha / beta) in eV: 8.63 / 10.15

Last column: Mulliken spin population.
Element x y z (Å)
Cr -0.29 0.54 0.04  3.0496
N -0.72 -1.27 0.90  -0.0826
C 0.31 -2.09 1.58  0.0076
C 1.56 -2.16 0.73  0.0049
N 2.00 -0.83 0.30  0.0124
C 2.67 -0.82 -1.00  0.0112
C 2.32 0.45 -1.76  -0.0047
N 0.85 0.55 -1.81  -0.0061
C 2.78 -0.10 1.31  0.0130
C 1.93 0.80 2.21  -0.0079
N 1.03 1.62 1.37  -0.0173
H -1.47 -1.02 1.55  0.0081
H -1.20 -1.82 0.19  0.0110
H -0.07 -3.10 1.76  -0.0006
H 0.51 -1.64 2.56  -0.0071
H 1.33 -2.74 -0.17  -0.0058
H 2.34 -2.70 1.27  0.0013
H 2.32 -1.67 -1.59  -0.0034
H 3.76 -0.92 -0.91  0.0010
H 2.78 0.44 -2.75  0.0019
H 2.70 1.33 -1.23  -0.0007
H 0.48 -0.22 -2.36  0.0043
H 0.55 1.38 -2.32  0.0047
H 3.50 0.54 0.80  -0.0025
H 3.36 -0.79 1.94  0.0013
H 2.58 1.42 2.82  0.0023
H 1.31 0.21 2.88  -0.0001
H 1.57 2.33 0.89  0.0074
H 0.38 2.13 1.97  -0.0005
O -3.56 2.11 -0.36  -0.0012
S -2.82 0.95 -0.05  0.0145
O -3.46 -0.28 0.28  0.0007
O -1.74 0.65 -1.16  -0.0023
O -1.73 1.25 1.05  -0.0145

DFT (the ωB97M-V functional and the def2-TZVPD basis) results for a structure of composition C28H42AsCaF9O20.

Calculated values
Spin multiplicity: 1
Frontier orbital gap in eV: 8.33

Last column: Mulliken charge in e.
Element x y z (Å)
Ca -0.52 -0.12 -4.32  1.5424
As 0.64 0.11 -0.47  1.9464
F 1.06 0.51 1.17  -0.3917
F 2.19 0.67 -1.03  -0.5287
F 0.21 -0.26 -2.14  -0.0497
F -0.91 -0.42 0.02  -0.3571
F 0.08 1.72 -0.77  -0.5954
F 1.36 -1.43 -0.26  -0.5458
C -3.46 -0.28 -5.05  0.2064
O -3.10 0.23 -3.73  0.1652
O -2.39 -0.70 -5.71  -1.1095
C -4.68 -1.22 -5.00  0.6080
F -4.58 -2.16 -4.03  -0.2379
F -5.79 -0.50 -4.71  -0.2910
F -4.93 -1.83 -6.14  -0.2785
C -4.11 0.90 -2.97  -0.6234
C -3.39 1.54 -1.80  -0.8237
H -4.07 1.99 -1.08  0.4901
H -2.82 0.81 -1.22  -0.0074
H -2.62 2.24 -2.13  0.2385
H -4.83 0.16 -2.61  0.2492
H -4.63 1.66 -3.56  0.4222
H -3.90 0.60 -5.58  0.3107
C -2.49 0.35 3.01  -0.7904
C -1.73 0.47 4.32  0.4904
C -0.26 0.96 4.15  0.9253
O -0.20 2.17 4.87  -0.4002
C -1.38 2.42 5.48  0.5899
O -1.58 3.31 6.23  -0.5403
O -2.31 1.54 5.06  -0.4109
H -2.32 1.17 2.32  -0.1015
H -3.56 0.30 3.22  0.4918
H -2.25 -0.62 2.55  0.0960
H -1.78 -0.51 4.80  0.2804
H -0.03 1.06 3.09  -0.6918
H 0.42 0.25 4.63  -0.0377
C 6.01 1.00 -3.68  -0.9416
C 5.11 -0.01 -4.34  0.3898
C 4.65 -1.24 -3.49  -0.4090
O 3.21 -1.07 -3.42  -0.2131
C 2.85 0.00 -4.11  0.5612
O 1.74 0.47 -4.03  -0.7127
O 3.85 0.61 -4.72  -0.3968
H 5.77 2.02 -3.98  0.3433
H 7.04 0.81 -4.01  0.3682
H 6.14 0.88 -2.60  -0.0448
H 5.53 -0.39 -5.26  0.3236
H 5.21 -1.20 -2.56  0.2793
H 4.77 -2.15 -4.08  0.3099
C 4.49 0.32 2.95  -1.2930
C 4.33 0.67 1.49  1.3370
C 4.04 2.15 1.19  -0.0257
O 5.09 2.49 0.26  -0.3958
C 6.03 1.52 0.21  0.5050
O 7.06 1.65 -0.39  -0.5826
O 5.61 0.44 0.86  -0.4744
H 5.11 -0.56 3.08  0.3697
H 3.53 0.05 3.42  0.1716
H 4.80 1.21 3.50  0.3831
H 3.63 0.06 0.93  -0.1663
H 4.04 2.87 2.01  0.3440
H 3.12 2.30 0.64  -0.1923
C -0.11 -3.64 1.53  -1.6625
C 1.27 -3.36 2.06  1.1042
C 1.39 -2.71 3.43  0.4436
O 2.25 -3.55 4.18  -0.4266
C 2.63 -4.63 3.43  0.5410
O 3.43 -5.43 3.76  -0.5254
O 1.92 -4.66 2.28  -0.4973
H -0.77 -2.79 1.40  0.1434
H -0.54 -4.52 2.01  0.4289
H 0.02 -3.96 0.48  0.4526
H 1.92 -2.96 1.29  0.0748
H 0.42 -2.68 3.92  0.0988
H 1.77 -1.69 3.33  -0.2674
C -4.86 -2.54 -0.38  -1.6971
C -3.38 -2.77 -0.50  1.3783
C -2.89 -4.16 -0.93  -0.4592
O -1.89 -3.87 -1.91  -0.4019
C -2.02 -2.60 -2.32  0.2036
O -1.49 -2.13 -3.28  -0.4950
O -2.81 -1.91 -1.51  0.2340
H -5.03 -1.55 0.03  0.3753
H -5.31 -3.20 0.37  0.4414
H -5.34 -2.68 -1.34  0.3434
H -2.87 -2.44 0.41  -0.5029
H -3.68 -4.79 -1.35  0.3118
H -2.39 -4.69 -0.12  0.3027
C 0.13 3.95 1.52  -0.6508
C -1.18 4.66 1.46  0.0972
C -2.18 3.96 0.54  0.3662
O -3.43 4.21 1.18  -0.4311
C -3.19 4.31 2.53  0.6377
O -4.04 4.21 3.35  -0.5175
O -1.87 4.41 2.73  -0.3355
H -0.03 2.88 1.64  -0.4940
H 0.80 4.28 2.32  0.5022
H 0.67 4.07 0.58  0.4239
H -1.21 5.75 1.39  0.3914
H -2.00 2.89 0.51  -0.4349
H -2.25 4.37 -0.47  0.4252

Number 1: largest force on an atom 0.8 eV Å⁻¹, DFT total energy -12530.21102 eV. Number 2: largest force on an atom 2.3 eV Å⁻¹, DFT total energy -74744.62333 eV. Number 3: largest force on an atom 4.9 eV Å⁻¹, DFT total energy -16313.38717 eV. Number 4: largest force on an atom 4.2 eV Å⁻¹, DFT total energy -19015.65002 eV. Number 5: largest force on an atom 19.5 eV Å⁻¹, DFT total energy -43131.48139 eV. Number 6: largest force on an atom 1.4 eV Å⁻¹, DFT total energy -7798.22724 eV. Number 7: largest force on an atom 0.4 eV Å⁻¹, DFT total energy -59917.46505 eV. Number 8: largest force on an atom 2.3 eV Å⁻¹, DFT total energy -174410.52632 eV.